No. 1
{
  "formula": "C2H7N3S",
  "method": "ωB97M-V with the def2-TZVPD basis set",
  "symbols": ["C", "C", "N", "N", "N", "S", "H", "H", "H", "H", "H", "H", "H"],
  "coordinates": [[-1.082203, 0.784329, -0.528921], [0.465229, 0.415777, -0.739867], [-1.316754, -0.063359, 0.554872], [-0.608116, -1.243120, 0.316835], [0.779608, -0.789172, -0.028676], [1.838211, -0.466940, 1.178041], [-1.206298, 1.760889, -0.273618], [-1.676903, 0.464058, -1.437852], [0.702840, 0.404956, -1.755107], [0.966458, 1.354455, -0.372952], [-1.012403, 0.363992, 1.415465], [-0.647539, -1.855312, 1.140661], [2.797871, -1.130553, 0.531120]],
  "forces_ev_per_a": [[1.75, -3.80, -2.72], [-0.84, 3.58, -0.22], [-2.17, -1.24, 2.15], [0.47, -0.09, -0.26], [-2.47, -0.13, -1.33], [1.67, -0.31, 1.93], [-0.51, 2.73, 0.52], [0.49, 0.51, 1.07], [0.39, -0.57, -1.80], [0.13, -1.27, 0.09], [0.15, 0.29, 0.41], [0.44, 0.45, -0.36], [0.51, -0.13, 0.53]],
  "e_homo_ev": -8.46,
  "e_above_lowest_kcal_mol": 76.1,
  "gap_ev": 9.37,
  "molar_mass_g_mol": 105.17,
  "e_lumo_ha": 0.034,
  "smiles": "SN1CCNN1",
  "energy_ha": -642.73134
}

No. 2
{
  "formula": "H60O30",
  "method": "ωB97M-V with the def2-TZVPD basis set",
  "symbols": ["O", "H", "H", "O", "H", "H", "O", "H", "H", "O", "H", "H", "O", "H", "H", "O", "H", "H", "O", "H", "H", "O", "H", "H", "O", "H", "H", "O", "H", "H", "O", "H", "H", "O", "H", "H", "O", "H", "H", "O", "H", "H", "O", "H", "H", "O", "H", "H", "O", "H", "H", "O", "H", "H", "O", "H", "H", "O", "H", "H", "O", "H", "H", "O", "H", "H", "O", "H", "H", "O", "H", "H", "O", "H", "H", "O", "H", "H", "O", "H", "H", "O", "H", "H", "O", "H", "H", "O", "H", "H"],
  "coordinates": [[-3.949630, -4.055200, -14.742160], [-4.162490, -3.859010, -13.829780], [-3.194470, -3.500240, -14.937080], [-0.454500, -2.746300, -13.840410], [0.077600, -3.230130, -14.472080], [-1.079180, -2.258180, -14.376830], [-2.839720, -8.090070, -18.205090], [-2.220480, -8.408270, -17.548180], [-2.770800, -8.718230, -18.924040], [-2.328380, -1.892090, -15.772250], [-1.624370, -1.772540, -16.409680], [-3.131430, -1.854890, -16.291830], [0.631650, -8.181040, -18.934700], [0.243800, -7.995480, -19.789910], [0.716690, -7.323240, -18.518540], [-4.304440, -1.602080, -13.001350], [-4.833280, -2.238060, -12.519590], [-3.993170, -0.992690, -12.332030], [-4.825330, -1.785150, -18.512660], [-5.292730, -2.377770, -17.923950], [-4.103040, -2.309990, -18.857740], [-2.054730, -10.254270, -16.629920], [-1.542710, -10.367940, -15.829200], [-1.481060, -10.569370, -17.328380], [-0.537060, -2.245480, -17.844450], [0.231420, -1.709850, -18.041370], [-0.661000, -2.783890, -18.626110], [-5.835810, -7.251690, -13.405210], [-6.704200, -7.272870, -13.807320], [-5.309260, -6.716810, -13.999230], [-0.040320, -7.159530, -14.668590], [-0.733330, -6.938880, -15.290910], [-0.234430, -6.629660, -13.895430], [-6.331360, -7.039250, -18.861250], [-6.104970, -7.588820, -19.611550], [-6.095280, -6.152440, -19.133410], [-3.495070, -4.526930, -18.400600], [-3.196970, -4.740160, -17.516350], [-2.904050, -5.011870, -18.976580], [-6.605140, -4.384200, -19.447390], [-6.611860, -3.903550, -18.619640], [-7.399280, -4.097060, -19.898090], [1.001690, -4.459650, -15.534490], [1.900060, -4.363550, -15.850600], [0.900500, -5.399020, -15.380950], [-4.696870, -9.648090, -16.057380], [-3.793100, -9.569460, -16.362750], [-5.102550, -10.266500, -16.665020], [-5.540670, -7.264430, -10.644780], [-4.860750, -7.859710, -10.329210], [-5.409810, -7.231440, -11.592420], [-0.699860, -5.185770, -12.647880], [-0.656110, -4.329720, -13.073910], [0.057360, -5.201510, -12.062550], [-2.170070, -6.235110, -20.008650], [-2.850140, -6.399000, -20.662010], [-2.196870, -7.002200, -19.436740], [-6.322270, -3.443610, -16.382460], [-7.094670, -3.962760, -16.158600], [-5.583540, -3.964190, -16.067010], [-4.016850, -11.168100, -13.890100], [-4.086230, -10.741550, -14.744200], [-4.188740, -12.092610, -14.068880], [-0.271260, -8.636840, -11.868370], [-0.838450, -9.166850, -12.428380], [-0.793920, -8.473670, -11.083240], [-5.168200, -7.020770, -16.103990], [-5.055200, -7.971180, -16.090250], [-5.277080, -6.805400, -17.030260], [-6.920270, -10.725350, -14.774010], [-6.257840, -10.366550, -15.364500], [-7.754290, -10.440550, -15.147550], [-2.406130, -6.029090, -16.033710], [-3.076650, -5.557910, -15.539120], [-2.824970, -6.853670, -16.280440], [-1.600420, -10.411280, -13.722270], [-2.536340, -10.605590, -13.772530], [-1.216030, -11.186440, -13.312870], [-8.111840, -7.191530, -15.252800], [-7.321620, -7.138230, -15.790330], [-8.419110, -6.287350, -15.187500], [-5.639900, -0.977190, -15.218100], [-5.195860, -1.203120, -14.400770], [-6.091950, -1.780640, -15.475660], [1.018010, -5.451710, -18.047460], [1.331670, -4.826570, -18.700950], [0.407430, -4.949100, -17.508200], [-4.992080, -4.649920, -12.025310], [-5.625140, -4.868580, -11.341450], [-4.209580, -5.151880, -11.797350]],
  "forces_ev_per_a": [[-0.32, -0.67, -0.47], [-0.22, -0.12, 0.43], [0.55, 0.67, -0.20], [0.12, 0.18, 0.63], [0.54, -0.32, -0.55], [-0.57, 0.19, -0.10], [-0.45, 0.29, -0.21], [0.56, -0.37, 0.26], [-0.07, -0.49, -0.06], [-0.09, -0.14, 0.59], [0.27, -0.18, -0.53], [-0.60, 0.38, -0.16], [-0.25, -0.82, -0.05], [-0.01, 0.14, -0.23], [0.14, 0.68, 0.26], [0.27, -0.14, 0.20], [-0.22, -0.42, 0.33], [0.18, 0.25, 0.09], [0.07, 0.58, -0.08], [-0.09, -0.11, 0.28], [0.12, -0.45, -0.08], [-0.26, 0.11, -0.43], [0.34, 0.06, 1.06], [0.18, -0.10, -0.29], [0.26, -0.01, 0.03], [0.23, 0.25, 0.01], [-0.35, -0.19, -0.20], [0.48, -0.16, 0.55], [-0.52, -0.16, -0.15], [0.13, 0.19, -0.26], [0.86, -0.35, -0.76], [-0.49, 0.26, -0.06], [-0.37, 0.33, 0.74], [0.11, -0.80, 0.42], [0.02, -0.20, -0.09], [-0.17, 0.94, -0.24], [-0.73, 0.93, 0.23], [0.28, -0.23, 0.37], [0.33, -0.49, -0.39], [0.05, -0.16, -0.26], [0.24, 0.27, 0.43], [-0.18, 0.02, -0.19], [-0.05, 0.75, 0.04], [0.23, 0.06, -0.07], [-0.26, -0.94, 0.40], [-0.34, -0.11, 0.12], [0.89, -0.10, -0.44], [0.01, -0.15, -0.60], [0.11, 0.28, 0.79], [0.07, -0.16, 0.18], [-0.34, -0.15, -0.94], [-0.15, -1.02, 0.30], [-0.20, 0.95, -0.29], [0.15, -0.09, 0.23], [0.56, 0.46, -0.93], [-0.19, 0.10, -0.28], [-0.06, -0.18, 0.78], [-0.53, 0.02, -0.62], [-0.29, -0.08, 0.05], [0.80, -0.20, 0.48], [-0.15, -0.37, 0.45], [-0.61, 0.38, -0.40], [-0.12, -0.31, 0.13], [0.40, 0.25, 0.43], [-0.29, -0.20, -0.62], [-0.07, 0.08, 0.20], [-0.21, 0.97, 0.33], [-0.13, -0.59, 0.09], [-0.05, 0.05, -0.71], [-0.13, -0.42, -0.06], [-0.09, 0.28, 0.50], [-0.33, 0.12, 0.01], [0.93, -0.18, -0.54], [-0.51, 0.32, 0.74], [-0.46, 0.03, -0.08], [1.62, 0.62, -0.36], [-0.94, -0.45, 0.40], [0.18, -0.21, 0.10], [-0.31, -0.19, 0.32], [0.62, 0.00, -0.41], [-0.23, 0.19, 0.04], [-0.29, 0.47, -0.53], [0.32, 0.12, 0.37], [-0.12, -0.20, -0.26], [0.15, -0.37, -0.51], [0.13, 0.02, -0.27], [-0.26, 0.23, 0.55], [0.10, 0.76, -0.37], [-0.21, -0.28, 0.20], [0.27, -0.20, 0.15]],
  "e_homo_ev": -9.85,
  "e_above_lowest_kcal_mol": 60.6,
  "gap_ev": 9.29,
  "molar_mass_g_mol": 540.45,
  "e_lumo_ha": -0.021,
  "energy_ha": -2293.25481
}

No. 3
{
  "formula": "C4H5NO4S",
  "method": "ωB97M-V with the def2-TZVPD basis set",
  "symbols": ["C", "C", "C", "C", "N", "O", "O", "O", "O", "S", "H", "H", "H", "H", "H"],
  "coordinates": [[-0.632561, 0.927454, -0.060499], [-1.662591, 1.913376, 0.039341], [-0.661318, -0.408343, -0.432344], [0.453499, -1.270200, -0.235354], [-2.915892, 1.776040, -0.164148], [-4.004456, 2.334264, -0.132385], [-2.878880, -1.044527, 1.492387], [-4.176352, -1.605724, -0.518454], [-1.750967, -1.087172, -0.765471], [-3.290061, -0.764594, 0.175681], [0.355663, 1.332007, 0.128949], [-1.334802, 3.018252, 0.233758], [1.493914, -1.000810, -0.549398], [0.495208, -2.170305, -0.824627], [0.569679, -1.507842, 0.835798]],
  "forces_ev_per_a": [[0.54, -1.27, -0.78], [0.33, 2.39, 0.14], [-1.64, 2.70, 0.88], [4.30, -1.62, 0.18], [-1.75, -0.86, -0.15], [1.59, -0.11, 0.09], [0.28, -0.26, 2.00], [-1.39, -0.84, -0.86], [-1.35, 0.37, 0.03], [2.22, 1.30, -1.50], [-0.12, -0.15, 0.14], [-0.63, -1.98, -0.25], [-0.86, 1.25, 0.42], [-1.24, -0.73, 0.03], [-0.29, -0.19, -0.37]],
  "e_homo_ev": [-8.97, -8.81],
  "e_above_lowest_kcal_mol": 85.4,
  "gap_ev": [6.14, 7.34],
  "molar_mass_g_mol": 163.15,
  "e_lumo_ha": [-0.104, -0.054],
  "energy_ha": -909.11775
}

No. 4
{
  "formula": "C5H10N3",
  "method": "ωB97M-V with the def2-TZVPD basis set",
  "symbols": ["C", "C", "C", "C", "C", "N", "N", "N", "H", "H", "H", "H", "H", "H", "H", "H", "H", "H"],
  "coordinates": [[-1.423269, 1.776906, -0.125972], [2.814339, 0.538250, -0.225065], [0.532569, -1.057383, -0.408919], [-2.067707, -0.553362, 0.059929], [1.566802, -0.100421, -0.174937], [-2.126113, 0.744844, -0.205744], [1.655650, 0.896252, 0.604674], [-0.584399, -1.064466, 0.569474], [-1.855876, 2.794774, -0.227514], [3.683755, 0.056268, 0.331741], [3.017042, 1.446783, -0.937169], [-0.045994, -0.943670, -1.327795], [1.017803, -2.065740, -0.473445], [-2.718487, -0.710198, 0.822226], [-2.201922, -1.142947, -0.763900], [-0.354456, 1.825073, 0.383464], [-0.256374, -0.355731, 1.268339], [-0.653355, -2.085227, 0.830621]],
  "forces_ev_per_a": [[1.85, 0.85, 2.45], [3.71, 2.26, -0.75], [-1.02, -2.43, -2.09], [3.54, 0.88, 0.07], [-1.41, 1.99, 1.14], [-0.77, 2.56, -1.34], [-1.05, -1.43, 0.52], [0.50, -0.35, 1.16], [0.04, -0.87, -0.63], [-0.91, 0.90, -1.06], [0.14, -2.42, 0.83], [0.94, 0.25, -0.73], [-0.63, 0.65, 0.17], [-1.72, -1.28, 2.49], [-0.66, -1.62, -2.17], [-1.85, -0.40, -1.31], [-0.59, -1.31, 0.43], [-0.11, 1.76, 0.81]],
  "e_homo_ev": -13.99,
  "e_above_lowest_kcal_mol": 128.9,
  "gap_ev": 10.62,
  "molar_mass_g_mol": 112.16,
  "charge": 1,
  "e_lumo_ha": -0.124,
  "smiles": "C=NC[NH2+]CC1=NC1",
  "energy_ha": -360.36971
}